{"formula": "C13H9F12N4O4PS2SeTi", "method": "ωB97M-V with the def2-TZVPD basis set", "symbols": ["Se", "Ti", "S", "S", "P", "F", "F", "F", "F", "F", "F", "F", "F", "F", "F", "F", "F", "O", "O", "O", "O", "N", "N", "N", "N", "C", "C", "C", "C", "C", "C", "C", "C", "C", "C", "C", "C", "C", "H", "H", "H", "H", "H", "H", "H", "H", "H"], "positions_angstrom": [[1.7006, 2.0255, -1.5329], [-0.1689, 0.9198, -0.8814], [-0.9676, -2.0194, -2.0668], [-1.1413, -1.9175, 0.6280], [-2.2444, 1.9628, -2.8819], [-1.2321, 2.8717, -1.9245], [-0.5190, -4.5835, -2.0604], [-3.0027, -3.4250, 1.6705], [-2.2106, 3.0157, -4.0388], [1.2144, -3.3958, -1.5357], [-2.3006, -1.8058, 2.9279], [-0.9070, 1.2147, -3.3894], [-3.1547, 0.9249, -3.6149], [-2.1319, 0.8382, -1.5001], [-3.6132, -1.3850, 1.2549], [-3.4767, 2.6183, -2.1311], [0.5479, -3.4836, -3.5950], [-1.7853, -1.9555, -3.2205], [0.0112, -0.9197, -1.8510], [-0.9196, -0.4650, 0.7017], [-0.0899, -2.7447, 1.1197], [1.4642, 0.8699, 0.4769], [-0.6814, 2.1925, 0.6984], [1.4048, 1.5787, 1.5520], [-1.7596, -2.3314, -0.7616], [-2.6260, -2.1576, 1.6872], [2.8297, -0.8875, -0.6034], [0.2412, 2.2886, 1.6743], [0.1515, -3.4727, -2.3270], [3.7743, -1.8943, -0.5172], [4.4146, -2.1572, 0.6843], [4.0902, -1.4101, 1.8072], [0.0107, 3.0419, 2.8273], [3.1401, -0.4080, 1.7322], [-1.1962, 3.6788, 2.9698], [2.5113, -0.1340, 0.5207], [-2.1600, 3.5587, 1.9648], [-1.8674, 2.8125, 0.8520], [-2.5866, 2.7019, 0.0547], [-1.4028, 4.2641, 3.8559], [-3.1224, 4.0409, 2.0483], [4.0097, -2.4737, -1.3998], [4.5728, -1.6134, 2.7536], [2.3585, -0.6854, -1.5528], [5.1558, -2.9429, 0.7450], [0.7926, 3.0879, 3.5708], [2.8717, 0.1605, 2.6083]], "forces_ev_per_angstrom": [[-0.131, 0.059, -0.374], [0.677, 0.145, -0.014], [0.021, -0.101, -0.099], [0.078, 0.139, -0.014], [0.027, 0.284, -0.044], [-0.078, -0.203, -0.045], [0.007, -0.007, -0.049], [0.004, 0.007, -0.013], [-0.045, -0.016, 0.064], [-0.056, -0.038, -0.012], [-0.006, -0.011, -0.023], [-0.023, -0.081, -0.049], [-0.051, -0.062, 0.000], [0.004, -0.050, 0.061], [0.004, -0.062, 0.055], [-0.051, 0.018, -0.018], [0.022, -0.002, 0.093], [-0.045, 0.038, 0.070], [-0.063, 0.180, 0.062], [0.036, -0.071, -0.116], [-0.115, 0.017, 0.078], [-0.455, -0.229, 0.563], [-0.119, 0.130, 0.097], [0.137, -0.069, -0.070], [0.095, -0.005, -0.001], [-0.043, 0.087, 0.007], [-0.107, 0.104, -0.090], [-0.127, -0.184, -0.174], [0.086, 0.036, -0.076], [0.041, -0.011, 0.043], [-0.028, 0.015, -0.002], [0.040, -0.049, -0.043], [0.147, 0.023, -0.021], [-0.086, 0.111, 0.069], [-0.064, 0.017, -0.016], [0.185, -0.167, 0.014], [0.072, 0.032, 0.108], [-0.039, 0.004, -0.023], [0.037, -0.034, -0.026], [0.007, -0.003, 0.002], [-0.005, -0.005, -0.017], [0.000, 0.007, 0.000], [-0.005, 0.005, 0.007], [0.025, 0.004, 0.012], [-0.002, -0.001, 0.009], [-0.015, 0.015, 0.013], [0.010, -0.013, 0.004]], "e_homo_ev": -8.5, "de_lowest_kj_mol": 0.0}

---

{"formula": "C13H9N2O7S", "method": "ωB97M-V with the def2-TZVPD basis set", "symbols": ["S", "O", "O", "O", "O", "O", "O", "O", "N", "N", "C", "C", "C", "C", "C", "C", "C", "C", "C", "C", "C", "C", "C", "H", "H", "H", "H", "H", "H", "H", "H", "H"], "positions_angstrom": [[1.5518, 0.0653, -3.4020], [2.6782, 3.0179, 3.5139], [-2.1819, -1.3551, -1.3247], [1.4105, 1.4510, -3.7247], [1.1379, 0.7420, 3.0596], [-2.7514, 3.3207, 2.8700], [2.6234, -0.2746, -2.5220], [-1.1782, 5.6159, 2.9931], [-1.9850, -0.4847, 0.9557], [-1.1277, -2.2689, -1.4796], [-0.6762, 4.4978, 3.0784], [0.9058, -4.0780, -1.6742], [-0.2518, -4.3971, -0.9508], [-1.2691, -3.4904, -0.8747], [-2.1310, -0.8674, -0.1059], [1.0051, -2.8172, -2.2745], [-0.7994, 2.0100, 3.0044], [0.7358, 4.3370, 3.2888], [0.6262, 1.8570, 3.1215], [-1.5298, 3.2254, 2.9752], [0.0049, -1.8841, -2.1716], [0.0001, -0.4936, -2.7357], [1.4649, 3.1258, 3.3324], [-1.3369, 1.0729, 2.9246], [-0.3152, -5.3582, -0.4744], [-0.8066, -0.3378, -3.4507], [1.6386, -0.6381, -4.5628], [-0.1788, 0.1902, -1.9020], [1.9021, -2.5873, -2.8174], [1.7294, -4.7629, -1.7623], [-2.1680, -3.7043, -0.3269], [1.2723, 5.2708, 3.4192]], "forces_ev_per_angstrom": [[0.263, 1.054, 0.501], [0.023, 0.163, 0.014], [0.161, -0.213, -0.202], [-0.523, -0.008, -0.581], [0.314, 0.038, 0.060], [-0.021, -0.220, -0.022], [0.083, -0.784, -0.114], [-0.358, -0.089, -0.009], [-0.087, 0.521, 1.440], [-0.277, -0.197, -0.398], [0.635, 0.127, 0.037], [0.049, 0.056, -0.020], [0.189, 0.457, -0.338], [0.164, -0.975, 0.541], [0.044, -0.232, -0.965], [-0.385, 0.095, 0.083], [0.143, -0.524, 0.007], [-0.191, 0.266, 0.023], [-0.556, -0.003, -0.118], [0.125, 0.534, 0.015], [0.632, 0.072, -0.486], [-0.101, -0.459, 0.687], [-0.084, -0.384, -0.030], [-0.137, 0.090, -0.016], [-0.333, -0.093, 0.187], [0.071, 0.109, -0.251], [0.032, -0.097, 0.091], [0.092, 0.363, -0.067], [0.131, 0.258, -0.053], [0.057, -0.167, 0.053], [-0.283, 0.312, -0.041], [0.127, -0.068, -0.028]], "e_homo_ev": -2.5, "total_charge": -1}

---

For each record above, in turn, the calculated strongest force on any atom values are 0.0148; 0.0298 hartree/bohr.
For each record above, in turn, the calculated gap between HOMO and LUMO values are 6.5927; 1.8564 eV.